1.
{
  "formula": "C8H8O3",
  "method": "ωB97M-V/def2-TZVPD",
  "elements": ["C", "C", "C", "C", "C", "C", "C", "C", "H", "H", "H", "H", "H", "H", "H", "H", "O", "O", "O"],
  "xyz": [[2.49744, 0.53141, 0.78123], [1.74257, -0.33996, -0.24234], [0.24468, -0.27411, -0.24086], [-0.41824, 0.94802, -0.43450], [-1.86936, 1.04626, -0.24070], [-2.49532, -0.11495, 0.03843], [-1.90525, -1.36475, 0.03439], [-0.51850, -1.38068, -0.15070], [1.77470, 0.25397, 1.74704], [3.41948, 0.12670, 1.05646], [2.54077, 1.36790, 0.43227], [-0.35382, 2.90209, -0.44995], [-2.20691, 2.06626, -0.36865], [-3.58194, 0.14190, 0.13232], [-2.50710, -1.97105, 0.12946], [0.86291, -2.44647, -0.48074], [2.31529, -0.98699, -1.02390], [0.37569, 2.09605, -0.55041], [0.08291, -2.60160, -0.16883]],
  "charge": 0,
  "e_tot_ev": -14563.756,
  "e_above_lowest_kj_mol": 481.8,
  "smiles": "CC(=O)c1c(O)cccc1O",
  "homo_lumo_gap_ha": 0.33564,
  "homo_ev": -8.655,
  "lumo_ev": 0.5
}


2.
{
  "formula": "C28H23LaN8O5S2",
  "method": "ωB97M-V/def2-TZVPD",
  "elements": ["La", "O", "C", "C", "C", "C", "C", "C", "C", "O", "N", "N", "C", "C", "C", "C", "C", "C", "N", "H", "H", "H", "H", "H", "H", "H", "H", "H", "H", "N", "C", "C", "C", "C", "C", "C", "S", "O", "O", "N", "C", "N", "C", "C", "C", "N", "H", "H", "H", "H", "H", "H", "H", "H", "H", "O", "N", "C", "C", "C", "C", "C", "S", "H", "H", "H", "H"],
  "xyz": [[-0.36358, -0.24926, -0.04118], [-0.91641, 2.57344, 3.71429], [-1.24433, 3.73946, 3.12858], [-1.31969, 4.86673, 3.94927], [-1.66782, 6.09090, 3.41963], [-1.94801, 6.22320, 2.05998], [-1.86740, 5.11390, 1.24560], [-1.51392, 3.86036, 1.75520], [-1.40534, 2.68235, 0.86797], [-1.13339, 1.53881, 1.39315], [-1.56993, 2.90379, -0.42829], [-1.33315, 1.78498, -1.17087], [-1.47032, 1.87734, -2.43780], [-1.18594, 0.70465, -3.27897], [-1.32819, 0.76225, -4.65874], [-1.05908, -0.37193, -5.40659], [-0.65357, -1.52771, -4.75998], [-0.52432, -1.50035, -3.38035], [-0.78026, -0.41462, -2.65704], [-0.94546, 1.88652, 3.01437], [-1.10286, 4.74578, 5.00207], [-1.72438, 6.95472, 4.07048], [-2.22241, 7.18481, 1.64821], [-2.06929, 5.18647, 0.18668], [-1.79230, 2.81154, -2.89267], [-1.64840, 1.68385, -5.12543], [-1.16528, -0.35340, -6.48339], [-0.43847, -2.43426, -5.30674], [-0.20581, -2.37295, -2.82260], [-4.65464, -7.34976, 2.67759], [-3.98601, -6.26327, 2.14606], [-2.87723, -6.45084, 1.31576], [-2.23158, -5.36703, 0.75482], [-2.69899, -4.08753, 1.01273], [-3.80184, -3.88121, 1.83319], [-4.44309, -4.96355, 2.39470], [-1.85979, -2.70697, 0.36982], [-0.75184, -3.16815, -0.45846], [-2.76675, -1.80687, -0.32282], [-1.26394, -1.77668, 1.52468], [-0.25887, -2.20362, 2.36952], [-0.29658, -3.40142, 2.95597], [0.64199, -3.62528, 3.86835], [1.60918, -2.69209, 4.21042], [1.60648, -1.51801, 3.47824], [0.70157, -1.28149, 2.53902], [-4.14795, -8.21713, 2.72217], [-5.23911, -7.17622, 3.47722], [-2.52553, -7.45583, 1.11617], [-1.36341, -5.49769, 0.12460], [-4.14691, -2.87405, 2.02887], [-5.30645, -4.81458, 3.03156], [0.61525, -4.59902, 4.34657], [2.33920, -2.88157, 4.98253], [2.36295, -0.75292, 3.61836], [1.53617, -1.27886, -0.82707], [2.65167, -1.31338, -0.10752], [3.35730, -2.46299, -0.08154], [4.52999, -2.55434, 0.61288], [4.99254, -1.42278, 1.29496], [4.25719, -0.26636, 1.26699], [3.03555, -0.19139, 0.56756], [2.05188, 1.20416, 0.54175], [2.91049, -3.26808, -0.64444], [5.07168, -3.48807, 0.61899], [5.92361, -1.46120, 1.84476], [4.57515, 0.62471, 1.78785]],
  "charge": 0,
  "e_tot_ev": -74101.072,
  "e_above_lowest_kj_mol": 55.7,
  "homo_lumo_gap_ha": 0.26835,
  "homo_ev": -7.679,
  "lumo_ev": -0.4
}


3.
{
  "formula": "C37H36N4O3P2Re",
  "method": "ωB97M-V/def2-TZVPD",
  "elements": ["Re", "O", "C", "C", "C", "C", "C", "C", "N", "H", "H", "H", "H", "H", "H", "H", "N", "P", "C", "C", "C", "C", "C", "C", "C", "C", "C", "C", "C", "C", "P", "C", "C", "C", "C", "C", "C", "C", "C", "C", "C", "C", "C", "H", "H", "H", "H", "H", "H", "H", "H", "H", "H", "H", "H", "H", "H", "H", "H", "H", "H", "H", "H", "H", "O", "C", "N", "C", "O", "C", "C", "C", "C", "N", "C", "H", "H", "H", "H", "H", "H", "H", "H"],
  "xyz": [[0.83577, 0.46769, 0.72120], [1.69722, 0.45545, 2.67436], [3.11332, 0.74316, 2.87124], [3.66112, 1.17327, 1.54405], [4.96457, 1.61244, 1.44841], [5.44760, 2.04869, 0.22366], [4.59690, 2.04497, -0.87788], [3.31232, 1.58825, -0.72508], [2.83404, 1.13839, 0.46462], [1.26323, 0.16220, 3.49148], [3.60743, -0.15494, 3.24429], [3.20656, 1.54220, 3.60708], [5.59381, 1.62329, 2.32984], [6.46850, 2.39835, 0.13313], [4.92673, 2.39611, -1.84583], [2.62051, 1.58494, -1.55433], [-0.31976, -0.30705, -2.03735], [0.97257, -0.99564, -1.25083], [2.32463, -1.28535, -2.32489], [2.53076, -0.42624, -3.41950], [3.55489, -0.69430, -4.30499], [4.37729, -1.80230, -4.10209], [4.17678, -2.65215, -3.01875], [3.15193, -2.40287, -2.12449], [0.56335, -2.36958, -0.20839], [-0.60896, -3.11573, -0.36466], [-0.87823, -4.13915, 0.52936], [-0.00725, -4.40162, 1.58650], [1.15907, -3.66026, 1.74741], [1.45521, -2.64590, 0.84951], [-0.64643, 1.10848, -1.17058], [0.03902, 2.54679, -1.94968], [0.49483, 3.59226, -1.13719], [0.94300, 4.76749, -1.71692], [0.93656, 4.89722, -3.10247], [0.48219, 3.86023, -3.91190], [0.02715, 2.68199, -3.34118], [-2.38423, 1.25641, -0.91581], [-3.13579, 0.12650, -0.55481], [-4.49257, 0.25619, -0.33549], [-5.10084, 1.50506, -0.47336], [-4.35855, 2.62435, -0.82784], [-2.99468, 2.51000, -1.04808], [-0.73081, -0.59970, -2.91961], [1.87862, 0.42315, -3.59100], [3.70920, -0.05692, -5.16532], [5.17221, -2.01274, -4.80617], [4.80762, -3.52072, -2.88646], [2.97771, -3.08975, -1.30657], [-1.29331, -2.91210, -1.17971], [-1.76920, -4.74012, 0.40407], [-0.23656, -5.19333, 2.28721], [1.83834, -3.89065, 2.55740], [2.40482, -2.11807, 0.92784], [0.48081, 3.50546, -0.05266], [1.28392, 5.58552, -1.09647], [1.27796, 5.81920, -3.55497], [0.46691, 3.97925, -4.98716], [-0.35214, 1.89154, -3.97959], [-2.66906, -0.84829, -0.46260], [-5.07636, -0.61375, -0.06444], [-6.16711, 1.60142, -0.31357], [-4.84412, 3.58340, -0.94849], [-2.42170, 3.38038, -1.34318], [-4.96244, -2.60376, 1.45345], [-5.15168, -2.44479, 2.84490], [-4.03227, -2.96722, 3.60725], [-2.76470, -2.52379, 3.51850], [-1.77750, -3.17763, 3.79822], [-2.50701, -1.10248, 3.04494], [-3.15328, 0.04630, 3.48014], [-2.70163, 1.29213, 3.04567], [-1.62371, 1.35485, 2.19884], [-0.96611, 0.23513, 1.79732], [-1.40306, -0.96448, 2.22398], [-5.41409, -3.40041, 1.15060], [-6.05021, -2.94416, 3.19991], [-5.26763, -1.37935, 3.02563], [-4.10632, -3.91139, 3.96649], [-3.98377, -0.01090, 4.17286], [-3.18209, 2.20546, 3.36922], [-1.25715, 2.30651, 1.82975], [-0.84474, -1.84252, 1.93202]],
  "spin_multiplicity": 4,
  "charge": 4,
  "e_tot_ev": -71726.288,
  "e_above_lowest_kj_mol": 42.4,
  "homo_lumo_gap_ha": [0.24907, 0.21700],
  "homo_ev": [-19.388, -19.392],
  "lumo_ev": [-12.6, -13.5]
}


4.
{
  "formula": "C5H14",
  "method": "ωB97M-V/def2-TZVPD",
  "elements": ["C", "C", "H", "H", "H", "H", "H", "H", "C", "C", "C", "H", "H", "H", "H", "H", "H", "H", "H"],
  "xyz": [[0.92828, 0.96228, -1.73061], [2.39127, 0.38468, -2.02010], [0.49397, 1.28170, -2.58463], [0.37202, 0.09075, -1.29261], [1.00603, 1.79899, -1.06248], [2.83267, 0.20351, -1.03119], [2.98146, 1.13091, -2.39620], [2.30729, -0.46690, -2.63774], [-0.96110, -0.14080, 0.78746], [-2.21930, 0.18405, 1.55777], [-0.30568, -1.33551, 1.53302], [-1.42273, -0.67110, -0.11176], [-0.27587, 0.74063, 0.65513], [-2.02769, 0.29799, 2.71830], [-0.95670, -2.20450, 1.33495], [0.67622, -1.47226, 1.10229], [-0.27387, -1.22419, 2.64194], [-2.61980, 1.04727, 1.13320], [-2.92648, -0.60748, 1.40326]],
  "spin_multiplicity": 2,
  "charge": 1,
  "e_tot_ev": -5399.691,
  "e_above_lowest_kj_mol": 136.5,
  "homo_lumo_gap_ha": [0.49476, 0.16454],
  "homo_ev": [-16.408, -15.655],
  "lumo_ev": [-2.9, -11.2]
}


5.
{
  "formula": "C7H19N3O3Rb",
  "method": "ωB97M-V/def2-TZVPD",
  "elements": ["Rb", "C", "O", "C", "C", "N", "C", "C", "O", "C", "H", "H", "H", "H", "H", "H", "H", "H", "H", "H", "H", "H", "H", "H", "H", "C", "O", "N", "N", "H", "H", "H", "H"],
  "xyz": [[-8.90410, 13.83859, 15.61841], [-10.83910, 14.10143, 19.05667], [-10.97332, 14.86914, 17.80193], [-10.77898, 16.28843, 17.80937], [-9.31636, 16.62724, 17.78793], [-8.85724, 16.68898, 16.30176], [-7.49202, 17.28631, 16.24703], [-7.46890, 17.98446, 14.93005], [-8.30265, 19.23037, 15.00384], [-8.91707, 19.75122, 13.85374], [-11.43551, 14.50379, 19.87550], [-9.95606, 13.99085, 19.68603], [-11.16858, 13.09898, 18.78347], [-11.09750, 16.72038, 18.75808], [-11.27860, 16.84323, 17.01521], [-8.86580, 15.93352, 18.49776], [-9.20006, 17.63618, 18.18368], [-9.34035, 17.49280, 15.92681], [-6.75044, 16.50740, 16.42440], [-7.29994, 18.04332, 17.00739], [-7.87545, 17.36665, 14.12935], [-6.45320, 18.26370, 14.64989], [-9.10667, 20.82350, 13.90247], [-9.85362, 19.21604, 13.69698], [-8.21273, 19.64792, 13.02831], [-6.30110, 11.21800, 15.63206], [-7.43121, 11.53761, 15.36286], [-6.07146, 10.03853, 16.18105], [-5.18673, 11.84583, 15.47274], [-6.77145, 9.31453, 16.25826], [-5.15568, 9.66972, 16.39417], [-5.14144, 12.78129, 15.09460], [-4.30379, 11.49087, 15.81114]],
  "charge": 1,
  "e_tot_ev": -18829.235,
  "e_above_lowest_kj_mol": 206.9,
  "homo_lumo_gap_ha": 0.35320,
  "homo_ev": -12.455,
  "lumo_ev": -2.8
}


6.
{
  "formula": "C5H12O",
  "method": "ωB97M-V/def2-TZVPD",
  "elements": ["C", "C", "C", "H", "H", "H", "H", "H", "H", "H", "H", "O", "C", "C", "H", "H", "H", "H"],
  "xyz": [[0.20505, 2.91102, -1.05442], [1.15408, 3.39517, 0.02579], [2.09978, 2.22580, 0.33682], [0.76649, 2.65981, -1.97405], [-0.43836, 3.68904, -1.52287], [-0.53979, 2.25117, -0.57902], [0.72492, 3.69830, 0.98484], [1.69763, 4.29415, -0.29148], [2.72631, 2.45443, 1.21628], [1.52974, 1.29042, 0.46828], [2.76666, 2.07795, -0.52549], [-0.54333, -3.14168, 0.45323], [-1.57327, -3.66515, 0.08494], [-2.02042, -4.92430, 0.68392], [-2.14538, -3.13143, -0.70506], [-1.65678, -5.18650, 1.68140], [-1.64193, -5.79411, 0.07461], [-3.11141, -5.10410, 0.64227]],
  "charge": 0,
  "e_tot_ev": -7426.047,
  "e_above_lowest_kj_mol": 121.9,
  "smiles": "CC=O.CCC",
  "homo_lumo_gap_ha": 0.40418,
  "homo_ev": -9.977,
  "lumo_ev": 1.0
}


7.
{
  "formula": "C2H9ClSi2",
  "method": "ωB97M-V/def2-TZVPD",
  "elements": ["C", "C", "Si", "Si", "Cl", "H", "H", "H", "H", "H", "H", "H", "H", "H"],
  "xyz": [[1.33739, -1.61327, -0.02898], [-0.84742, 2.57398, -0.24755], [-0.54270, -1.62362, -0.25806], [-1.83758, -0.02266, 0.68126], [-3.63716, 0.03994, -0.24824], [1.85253, -0.61745, -0.14637], [1.72587, -1.95539, 0.99654], [1.74682, -2.41697, -0.76508], [-0.08171, 2.14538, -0.98116], [-1.55052, 3.19089, -0.83657], [-0.35715, 3.08616, 0.56982], [-1.01022, -1.18275, -1.60309], [-1.00962, -3.13300, 0.18653], [-2.19857, 0.71117, 1.89744]],
  "charge": 0,
  "e_tot_ev": -30494.961,
  "e_above_lowest_kj_mol": 311.4,
  "homo_lumo_gap_ha": [0.27076, 0.27070],
  "homo_ev": [-7.716, -7.714],
  "lumo_ev": [-0.3, -0.3]
}


8.
{
  "formula": "H2NO2S",
  "method": "ωB97M-V/def2-TZVPD",
  "elements": ["N", "O", "O", "S", "H", "H"],
  "xyz": [[-0.12631, 1.10915, 0.65276], [2.18742, 1.18349, -0.24331], [0.33032, 1.11842, -1.87256], [0.82024, 0.82138, -0.53103], [-1.07964, 0.88149, 0.41079], [0.93949, -1.23134, -0.50248]],
  "charge": -1,
  "e_tot_ev": -16451.503,
  "e_above_lowest_kj_mol": 188.5,
  "homo_lumo_gap_ha": 0.30247,
  "homo_ev": -3.977,
  "lumo_ev": 4.3
}